No. 1
C17H19BBr3N2O5 | wB97M-V/def2-TZVPD

```
47
C17H19BBr3N2O5 | OMol25 | wB97M-V/def2-TZVPD
C 3.005 1.421 4.742
C 1.703 0.613 4.623
O 1.924 -0.503 3.751
C 0.844 -0.805 2.957
O 0.221 -1.819 3.132
C 0.477 0.153 1.832
C 1.603 1.083 1.383
C 1.167 2.196 0.386
C -0.138 1.888 -0.300
C -1.297 2.518 0.048
C -2.520 2.174 -0.571
C -2.551 1.206 -1.530
O -3.760 0.854 -2.101
B -4.477 0.130 -1.156
O -5.505 0.734 -0.433
O -4.161 -1.201 -0.965
C -1.361 0.559 -1.946
N -1.422 -0.401 -2.906
C -0.284 -0.948 -3.231
C -0.293 -1.990 -4.291
Br -1.320 -1.524 -5.820
C 0.347 -3.154 -4.165
C 1.182 -3.501 -2.961
Br 0.232 -4.460 -5.533
C 0.948 -0.555 -2.619
N 1.031 0.336 -1.680
C -0.151 0.910 -1.326
H 2.856 2.444 4.403
H 3.754 0.942 4.114
H 3.381 1.416 5.763
H 1.441 0.231 5.611
H 0.892 1.232 4.239
H 0.114 -0.493 1.037
H -0.367 0.752 2.189
H 2.010 1.560 2.272
H 2.405 0.496 0.937
H 1.011 3.113 0.960
H 1.959 2.388 -0.333
H -1.261 3.284 0.812
H -3.440 2.671 -0.296
H -5.279 0.709 0.502
H -4.058 -1.384 -0.026
H 2.139 -2.996 -3.003
H 1.381 -4.566 -2.936
H 0.677 -3.228 -2.040
H 1.866 -1.022 -2.944
Br 3.071 -3.460 -0.582
```

Computed properties:
- Kohn-Sham gap: 5.82 eV
- LUMO energy: 1.8 eV
- Charge: -1

***

No. 2
C17H19Cl2F5Na2O19S | wB97M-V/def2-TZVPD

```
65
C17H19Cl2F5Na2O19S | OMol25 | wB97M-V/def2-TZVPD
Na 15.404 11.958 9.589
Na 11.655 8.616 12.570
S 13.313 10.386 10.938
O 13.642 9.128 11.583
O 14.169 11.456 11.418
O 13.556 10.412 9.505
O 11.903 10.590 11.247
C 10.893 12.849 13.030
C 11.312 13.662 11.776
O 12.153 14.671 12.241
C 11.963 14.841 13.575
O 12.550 15.642 14.295
O 11.231 13.818 14.070
F 10.202 14.289 11.324
H 11.538 11.996 13.241
H 9.859 12.526 13.149
H 11.786 13.049 11.009
C 11.348 11.462 6.808
C 12.783 11.772 6.496
O 13.079 12.650 7.609
C 11.978 13.347 7.816
O 11.919 14.346 8.521
O 10.950 12.702 7.283
F 12.914 12.432 5.314
H 11.348 10.660 7.546
H 10.733 11.091 5.988
H 13.441 10.917 6.342
C 15.572 11.086 13.943
C 15.059 12.468 14.198
O 16.172 13.043 14.799
C 17.008 12.116 15.334
O 17.995 12.412 15.941
O 16.494 10.907 14.989
F 13.991 12.658 15.053
H 16.103 11.104 12.991
H 14.784 10.361 13.738
H 14.856 12.834 13.191
C 9.153 10.306 10.938
C 9.219 11.347 9.783
O 8.013 12.043 10.104
C 7.139 11.272 10.687
O 5.998 11.518 10.856
O 7.737 10.186 11.110
F 9.091 10.793 8.637
H 9.614 10.543 11.897
H 9.601 9.391 10.550
H 10.107 11.974 9.869
C 12.618 7.583 8.480
C 14.115 7.745 8.223
O 14.277 7.126 6.971
C 13.301 6.129 6.912
O 13.244 5.214 6.052
O 12.377 6.342 7.860
F 14.816 7.167 9.239
H 11.976 8.239 7.893
H 12.213 7.513 9.490
H 14.440 8.783 8.155
Cl 17.737 6.909 11.490
C 16.698 7.854 12.622
C 15.555 7.047 13.259
Cl 16.108 6.098 14.631
H 16.239 8.533 11.902
H 17.229 8.585 13.232
H 15.177 6.300 12.561
H 14.778 7.688 13.674
```

Computed properties:
- Kohn-Sham gap: 8.98 eV
- LUMO energy: -1.9 eV

***

No. 3
C17H19Cl2InN3 | wB97M-V/def2-TZVPD

```
42
C17H19Cl2InN3 | OMol25 | wB97M-V/def2-TZVPD
In 0.439 1.344 1.416
Cl -1.391 2.515 0.710
Cl 1.567 1.468 3.479
C 1.592 -1.361 -1.558
H 1.427 -1.751 -0.568
H 2.014 -0.365 -1.553
C -0.852 -1.361 -2.388
C 0.660 -1.646 -2.587
H -1.409 -2.074 -1.778
C 1.171 -0.940 -3.879
H 0.692 -2.752 -2.776
C 0.719 0.516 -3.915
H 2.275 -0.955 -3.930
H 0.699 -1.486 -4.716
C -0.804 0.568 -4.055
H 1.053 1.038 -3.002
H 1.173 0.983 -4.800
C -1.456 -0.122 -2.837
H -1.154 1.598 -4.181
H -1.089 0.040 -4.976
H -1.432 0.612 -2.006
H -2.509 -0.323 -3.096
N -0.602 0.522 10.153
C -0.672 0.125 9.053
C -0.774 -0.357 7.705
C -1.688 0.247 6.828
C -1.745 -0.165 5.507
C -0.885 -1.175 5.070
C -0.051 -1.874 5.956
C 0.014 -1.437 7.281
N -0.750 -1.365 3.685
C 0.012 -2.333 3.037
C 0.185 -1.921 1.758
N -0.472 -0.698 1.591
C -1.109 -0.454 2.755
H -2.349 1.045 7.177
H -2.448 0.298 4.807
H 0.561 -2.702 5.598
H 0.683 -1.937 7.985
H 0.366 -3.226 3.532
H 0.684 -2.423 0.950
H -1.776 0.371 2.948
```

Computed properties:
- Kohn-Sham gap (alpha / beta): 3.77 / 3.81 eV
- LUMO energy (alpha / beta): 2.0 / 2.0 eV
- Charge: -1